3 unconnected molecules or ions with the total composition C3H12N2O. Source: the Open Molecules 2025 dataset; level of theory: ωB97M-V/def2-TZVPD.

The geometry in ORCA input format:
```
! wB97M-V def2-TZVPD RIJCOSX def2/J DEFGRID3
* xyz 0 1
C 0.926 0.222 -3.892
C 0.061 0.880 -3.132
N 2.429 -0.292 4.520
H 1.401 -0.664 -3.496
H -1.726 1.389 -0.380
H 1.284 0.632 -4.825
H -0.319 0.394 -2.244
H -0.396 1.843 -3.294
H 2.739 -0.270 3.561
H 2.878 0.412 5.080
H 1.431 -0.145 4.467
N -1.807 -1.209 1.148
C -1.145 -0.433 0.165
O -2.034 0.478 -0.509
H -1.959 -0.739 2.025
H -2.701 -1.542 0.809
H -0.322 0.110 0.621
H -0.741 -1.065 -0.625
*
```

Properties
Orbital gap ... 0.38496 Ha
ΔE to the lowest compared entry with this formula, charge and spin ... 132.6 kJ/mol
Lowest unoccupied orbital energy ... 0.611 eV
HOMO ... -9.86 eV
Structure (SMILES) ... C=C.NCO.N
Strongest force on any atom ... 0.95 eV/A
Energy ... -8331.9479 eV


2 unconnected molecules or ions with the total composition C4H12N2O in a non-equilibrium geometry. Source: the Open Molecules 2025 dataset; level of theory: ωB97M-V/def2-TZVPD.

The geometry in ORCA input format:
```
! wB97M-V def2-TZVPD RIJCOSX def2/J DEFGRID3
* xyz 0 1
C -2.095 -0.636 0.912
C -1.957 -0.626 -0.620
C -1.204 0.599 -1.117
N 0.131 0.733 -0.584
C 1.133 -0.022 -1.074
N 2.277 -0.149 -0.507
H -1.122 -0.859 1.342
H -2.460 0.345 1.217
H -2.811 -1.392 1.226
H -2.943 -0.694 -1.084
H -1.425 -1.521 -0.955
H -1.147 0.538 -2.207
H -1.761 1.516 -0.914
H 0.285 0.998 0.382
H 0.815 -0.691 -1.856
H 2.939 -0.525 -1.175
H 1.788 0.098 1.327
H 2.472 0.527 2.604
O 1.646 0.140 2.289
*
```

Properties
Orbital gap ... 0.37283 Ha
ΔE to the lowest compared entry with this formula, charge and spin ... 97.3 kJ/mol
Lowest unoccupied orbital energy ... 0.975 eV
HOMO ... -9.17 eV
Structure (SMILES) ... [H]/N=C/NCCC.O
Strongest force on any atom ... 1.18 eV/A
Energy ... -9370.1850 eV


A molecular structure, C6H12N2O in a non-equilibrium geometry. Source: the Open Molecules 2025 dataset; level of theory: ωB97M-V/def2-TZVPD.

The geometry in ORCA input format:
```
! wB97M-V def2-TZVPD RIJCOSX def2/J DEFGRID3
* xyz 0 1
C -0.378 -1.322 0.234
C 1.149 1.847 -0.249
C 0.081 -2.522 -0.566
N 0.073 1.061 0.385
C -0.627 -0.102 -0.476
N -0.877 1.915 1.036
C 0.895 -0.339 1.376
C -1.277 0.189 -1.613
O 0.734 -0.299 2.575
H -1.087 -1.541 1.033
H -1.775 1.437 1.077
H -0.556 2.038 1.998
H 1.864 -0.558 0.907
H 0.740 2.407 -1.090
H 1.932 1.171 -0.595
H 1.572 2.543 0.480
H -0.746 -2.983 -1.120
H 0.526 -3.280 0.087
H 0.831 -2.237 -1.309
H -1.933 -0.558 -2.044
H -1.141 1.133 -2.125
*
```

Properties
Orbital gap ... 0.31271 Ha
ΔE to the lowest compared entry with this formula, charge and spin ... 444.6 kJ/mol
Lowest unoccupied orbital energy ... 0.862 eV
HOMO ... -7.65 eV
Strongest force on any atom ... 3.12 eV/A
Energy ... -11440.0631 eV


A molecular structure, C25H29BCl3GeN6OPPt in a non-equilibrium geometry. Source: the Open Molecules 2025 dataset; level of theory: ωB97M-V/def2-TZVPD.

The geometry in ORCA input format:
```
! wB97M-V def2-TZVPD RIJCOSX def2/J DEFGRID3
* xyz 3 2
Pt -0.275 -0.511 -0.249
C -4.297 -0.110 1.060
C -3.383 -0.436 0.072
N -2.152 -0.043 0.438
N -2.263 0.520 1.675
C -3.547 0.491 2.054
B -1.048 1.113 2.425
N -0.104 -0.057 2.815
C 0.543 -0.270 3.961
C 1.535 -1.222 3.735
C 1.422 -1.548 2.391
N 0.417 -0.854 1.836
N -0.292 2.014 1.436
C 0.059 3.309 1.551
C 0.771 3.679 0.429
C 0.824 2.531 -0.359
N 0.185 1.543 0.261
H -5.362 -0.269 1.050
H -3.566 -0.914 -0.870
H -3.855 0.908 3.000
H -1.365 1.713 3.401
H 0.277 0.260 4.863
H 2.261 -1.592 4.441
H 2.009 -2.242 1.810
H -0.225 3.889 2.415
H 1.190 4.646 0.215
H 1.282 2.377 -1.324
C -2.416 -1.070 -2.989
P -0.684 -0.865 -2.542
C 0.160 -2.236 -3.347
C -0.150 0.658 -3.324
C -1.059 1.694 -3.554
C -0.672 2.794 -4.302
C 0.631 2.896 -4.770
C 1.546 1.881 -4.522
C 1.166 0.773 -3.783
H -3.018 -0.239 -2.635
H -2.806 -2.000 -2.569
H -2.489 -1.119 -4.077
H 0.125 -2.037 -4.419
H -0.379 -3.161 -3.134
H 1.190 -2.357 -3.023
H -2.073 1.639 -3.180
H -1.390 3.572 -4.525
H 0.945 3.783 -5.304
H 2.555 1.957 -4.905
H 1.887 -0.010 -3.581
C 4.021 -0.405 -1.245
C 2.816 -1.265 -1.061
O 1.727 -0.680 -0.869
C 2.960 -2.720 -1.125
C 4.099 -3.307 -1.687
C 4.254 -4.684 -1.664
C 3.282 -5.484 -1.082
C 2.139 -4.910 -0.525
C 1.970 -3.542 -0.573
H 3.777 0.637 -1.055
H 4.395 -0.504 -2.267
H 4.819 -0.729 -0.576
H 4.868 -2.703 -2.147
H 5.146 -5.125 -2.087
H 3.406 -6.559 -1.067
H 1.390 -5.538 -0.060
H 1.075 -3.092 -0.170
Cl -1.484 -3.090 0.193
Ge -1.594 -2.927 2.292
Cl -3.497 -3.182 3.005
Cl -0.123 -3.955 3.295
*
```

Properties
Orbital gap (spin up / spin down) ... 0.18533 / 0.18583 Ha
ΔE to the lowest compared entry with this formula, charge and spin ... 75.5 kJ/mol
Lowest unoccupied orbital energy (spin up / spin down) ... -11.932 / -11.919 eV
HOMO (spin up / spin down) ... -16.97 / -16.98 eV
<S²> ... 0.7539
Strongest force on any atom ... 1.72 eV/A
Energy ... -144656.2352 eV


A molecular structure, C10H13BrFInN. Source: the Open Molecules 2025 dataset; level of theory: ωB97M-V/def2-TZVPD.

The geometry in ORCA input format:
```
! wB97M-V def2-TZVPD RIJCOSX def2/J DEFGRID3
* xyz -1 1
C -2.886 5.173 0.235
C -2.190 4.180 0.202
In -1.167 2.223 0.259
Br 1.418 2.748 0.370
C -1.729 1.121 2.093
C -0.899 -0.146 2.314
N 0.362 0.153 3.013
H -3.598 5.965 0.169
H -1.506 1.286 -1.204
H -1.584 1.776 2.959
H -2.796 0.891 2.053
H -1.476 -0.861 2.917
H -0.678 -0.662 1.372
H 1.150 -0.272 2.544
H 0.512 1.152 3.038
F 1.977 -2.497 0.734
C 1.701 -2.275 -0.570
C 1.627 -3.358 -1.425
C 1.338 -3.129 -2.763
C 1.132 -1.834 -3.222
C 1.215 -0.764 -2.341
C 1.501 -0.980 -1.002
H 1.790 -4.357 -1.043
H 1.270 -3.965 -3.446
H 0.902 -1.661 -4.265
H 1.048 0.247 -2.687
H 1.568 -0.155 -0.304
*
```

Properties
Orbital gap ... 0.29385 Ha
ΔE to the lowest compared entry with this formula, charge and spin ... 0.0 kJ/mol
Lowest unoccupied orbital energy ... 2.983 eV
HOMO ... -5.01 eV
Strongest force on any atom ... 0.55 eV/A
Energy ... -90005.0223 eV


C8H13NO in the gas phase in a non-equilibrium geometry. Source: the Open Molecules 2025 dataset; level of theory: ωB97M-V/def2-TZVPD.

The geometry in ORCA input format:
```
! wB97M-V def2-TZVPD RIJCOSX def2/J DEFGRID3
* xyz 0 1
C -0.710 1.039 1.205
C -2.016 0.030 -1.605
C 1.749 -0.792 -1.200
C -0.042 0.594 -0.042
C -1.127 -0.474 -0.517
C 1.393 0.092 -0.040
N -0.261 0.838 2.450
C -1.193 -1.686 0.023
C 2.327 0.581 0.777
O -0.209 1.857 -0.459
H -1.753 1.343 1.153
H -0.737 1.285 3.222
H 0.687 0.500 2.564
H -1.415 0.431 -2.420
H -2.681 -0.755 -1.963
H -2.606 0.877 -1.249
H 1.304 -1.782 -1.094
H 1.356 -0.352 -2.119
H 2.830 -0.901 -1.285
H -0.546 -1.974 0.841
H -1.852 -2.448 -0.371
H 2.129 1.367 1.491
H 3.370 0.331 0.638
*
```

Properties
Orbital gap ... 0.31995 Ha
ΔE to the lowest compared entry with this formula, charge and spin ... 351.6 kJ/mol
Lowest unoccupied orbital energy ... 0.658 eV
HOMO ... -8.05 eV
Strongest force on any atom ... 3.40 eV/A
Energy ... -12040.9114 eV


A gas-phase ion, C5H6BrO2 (charge -1) in a non-equilibrium geometry. Source: the Open Molecules 2025 dataset; level of theory: ωB97M-V/def2-TZVPD.

The geometry in ORCA input format:
```
! wB97M-V def2-TZVPD RIJCOSX def2/J DEFGRID3
* xyz -1 1
C -0.901 -0.708 -1.616
C -0.413 0.435 -1.093
C 1.695 -0.243 0.141
C -0.563 -0.034 1.370
C 0.237 0.540 0.188
O 1.560 -1.393 0.509
O 2.685 0.406 -0.230
Br 0.723 2.551 0.572
H -1.592 -0.686 -2.486
H -1.016 -1.450 -0.801
H -0.124 1.264 -1.688
H 0.132 -0.124 2.216
H -0.883 -1.033 1.175
H -1.541 0.475 1.743
*
```

Properties
Orbital gap ... 0.29025 Ha
ΔE to the lowest compared entry with this formula, charge and spin ... 1.7 kJ/mol
Lowest unoccupied orbital energy ... 3.465 eV
HOMO ... -4.43 eV
Structure (SMILES) ... C=C[C@](C)(Br)C(=O)[O-]
Strongest force on any atom ... 2.60 eV/A
Energy ... -79420.2172 eV


C2H5OP in the gas phase in a non-equilibrium geometry. Source: the Open Molecules 2025 dataset; level of theory: ωB97M-V/def2-TZVPD.

The geometry in ORCA input format:
```
! wB97M-V def2-TZVPD RIJCOSX def2/J DEFGRID3
* xyz 0 1
C -1.217 -0.013 0.263
C 0.054 -0.200 -0.557
O -0.657 -1.239 0.209
P 1.699 -0.252 0.238
H -1.065 0.568 1.164
H -2.166 0.199 -0.220
H -0.188 -0.253 -1.676
H 1.038 0.550 1.047
H 2.501 0.640 -0.467
*
```

Properties
Orbital gap ... 0.38714 Ha
ΔE to the lowest compared entry with this formula, charge and spin ... 248.9 kJ/mol
Lowest unoccupied orbital energy ... 1.141 eV
HOMO ... -9.39 eV
Structure (SMILES) ... P[C@@H]1CO1
Strongest force on any atom ... 3.28 eV/A
Energy ... -13488.2957 eV


A molecular structure, C3H4IN in a non-equilibrium geometry. Source: the Open Molecules 2025 dataset; level of theory: ωB97M-V/def2-TZVPD.

The geometry in ORCA input format:
```
! wB97M-V def2-TZVPD RIJCOSX def2/J DEFGRID3
* xyz 0 1
C 0.863 -1.117 0.627
C -0.405 -0.290 0.945
C 0.690 -0.570 -0.611
N -0.606 0.194 -0.184
I -1.013 3.060 -1.505
H 1.547 -1.727 1.231
H -1.201 -0.116 1.669
H 0.919 -1.001 -1.553
H -0.794 1.568 -0.618
*
```

Properties
Orbital gap ... 0.27595 Ha
ΔE to the lowest compared entry with this formula, charge and spin ... 346.9 kJ/mol
Lowest unoccupied orbital energy ... -1.197 eV
HOMO ... -8.71 eV
Strongest force on any atom ... 2.90 eV/A
Energy ... -12761.9262 eV


2 unconnected molecules or ions with the total composition C10H16 in a non-equilibrium geometry. Source: the Open Molecules 2025 dataset; level of theory: ωB97M-V/def2-TZVPD.

The geometry in ORCA input format:
```
! wB97M-V def2-TZVPD RIJCOSX def2/J DEFGRID3
* xyz 0 1
C 0.236 1.936 1.444
C -0.348 2.900 2.468
H 0.877 1.184 1.910
H -0.337 1.334 0.759
H 0.929 2.517 0.825
H -0.996 2.435 3.200
H -0.880 3.830 2.074
H 0.574 3.298 2.885
C -1.608 -0.438 -0.631
C -2.427 -1.660 -0.244
C -0.141 -0.662 -0.879
C 0.677 -1.171 0.147
C 0.452 -0.420 -2.125
C 1.966 -1.615 -0.123
C 1.760 -0.789 -2.362
C 2.525 -1.376 -1.395
H -1.975 0.030 -1.560
H -1.697 0.385 0.105
H -3.264 -1.413 0.390
H 0.254 -1.379 1.127
H -0.064 0.077 -2.925
H 2.603 -2.180 0.512
H 2.194 -0.512 -3.333
H 3.536 -1.708 -1.521
H -1.900 -2.448 0.284
H -2.948 -2.156 -1.032
*
```

Properties
Orbital gap ... 0.36572 Ha
ΔE to the lowest compared entry with this formula, charge and spin ... 87.6 kJ/mol
Lowest unoccupied orbital energy ... 0.957 eV
HOMO ... -8.99 eV
Structure (SMILES) ... CCc1ccccc1.CC
Strongest force on any atom ... 1.87 eV/A
Energy ... -10628.8361 eV


2 unconnected molecules or ions with the total composition CH4ClPS2 in a non-equilibrium geometry. Source: the Open Molecules 2025 dataset; level of theory: ωB97M-V/def2-TZVPD.

The geometry in ORCA input format:
```
! wB97M-V def2-TZVPD RIJCOSX def2/J DEFGRID3
* xyz 0 1
C 0.033 1.643 -0.416
P 0.259 0.008 0.720
S -0.653 0.471 2.409
S -1.015 -3.869 -0.435
Cl 2.151 -0.419 1.100
H -0.669 2.324 0.015
H 1.049 1.962 -0.343
H -0.211 1.269 -1.384
H -0.943 -3.389 -1.665
*
```

Properties
Orbital gap (spin up / spin down) ... 0.26315 / 0.21740 Ha
ΔE to the lowest compared entry with this formula, charge and spin ... 349.6 kJ/mol
Lowest unoccupied orbital energy (spin up / spin down) ... -2.044 / -2.537 eV
HOMO (spin up / spin down) ... -9.21 / -8.45 eV
Strongest force on any atom ... 3.39 eV/A
Energy ... -44581.8181 eV


10 unconnected molecules or ions with the total composition C7H34NO9 in a non-equilibrium geometry. Source: the Open Molecules 2025 dataset; level of theory: ωB97M-V/def2-TZVPD.

The geometry in ORCA input format:
```
! wB97M-V def2-TZVPD RIJCOSX def2/J DEFGRID3
* xyz -1 1
N -40.671 -19.903 23.243
H -40.661 -20.788 23.730
H -39.909 -19.353 23.613
H -41.544 -19.403 23.335
H -40.537 -20.088 22.259
O -38.102 -18.960 19.814
H -37.443 -19.094 19.106
O -38.165 -17.671 24.909
H -37.594 -17.351 25.634
C -40.505 -18.937 28.189
O -39.275 -19.510 27.791
H -41.057 -19.574 28.881
H -40.278 -18.006 28.709
H -41.094 -18.633 27.324
H -39.013 -19.084 26.972
C -41.654 -14.852 21.335
O -40.323 -15.260 21.028
H -41.682 -13.872 21.812
H -42.331 -14.777 20.484
H -42.075 -15.518 22.088
H -40.380 -16.162 20.707
C -41.042 -24.773 24.037
O -41.005 -23.623 24.885
H -40.972 -24.327 23.045
H -40.174 -25.418 24.169
H -41.972 -25.329 24.151
H -41.068 -23.828 25.821
C -39.841 -13.597 26.228
O -40.383 -14.918 26.141
H -39.068 -13.566 26.996
H -39.405 -13.356 25.259
H -40.548 -12.794 26.437
H -39.694 -15.480 25.777
C -45.299 -19.827 22.909
O -44.479 -18.736 23.210
H -44.975 -20.359 22.015
H -45.307 -20.514 23.755
H -46.317 -19.526 22.660
H -44.817 -17.986 22.716
C -36.497 -22.912 20.739
O -37.297 -22.167 21.622
H -36.209 -22.406 19.817
H -35.534 -23.053 21.231
H -36.994 -23.844 20.472
H -37.407 -21.315 21.192
C -41.359 -22.111 18.454
O -41.389 -20.934 19.278
H -40.436 -22.680 18.566
H -42.227 -22.742 18.644
H -41.437 -21.779 17.418
H -40.512 -20.545 19.320
*
```

Properties
Orbital gap ... 0.19477 Ha
ΔE to the lowest compared entry with this formula, charge and spin ... 495.8 kJ/mol
Lowest unoccupied orbital energy ... 1.852 eV
HOMO ... -3.45 eV
Strongest force on any atom ... 1.45 eV/A
Energy ... -27721.8483 eV